Here is a structure of composition C23H25IN5O3PtTe in a non-equilibrium geometry from the OMol25 dataset. Energies are from ωB97M-V/def2-TZVPD.

Calculated values
Total charge ... +1
Multiplicity ... 5
Highest occupied orbital energy (alpha / beta) ... -7.1 / -10.0 eV
Strongest force on any atom ... 4.826 eV/Å
HOMO-LUMO gap (alpha / beta) ... 0.150 / 0.193 Ha
Energy above the lowest of the compared OMol25 structures with the same formula, charge and spin ... 0.0 kJ/mol

Last column: Löwdin charge in e.
Element x y z (Å)
Pt1 0.433 0.281 0.643  0.9861
N1 -0.854 -1.122 1.431  -0.0773
C1 -0.622 -2.494 0.915  -0.2867
C2 -1.458 -2.813 -0.329  -0.1458
C3 -2.917 -2.946 0.130  -0.1637
C4 -3.880 -2.179 -0.787  -0.1502
N2 -3.611 -2.585 -2.160  0.0735
C5 -3.604 -1.872 -3.275  -0.4185
N3 -3.480 -2.491 -4.447  0.2032
N4 -3.577 -0.524 -3.254  0.2139
C6 0.887 -2.668 0.653  -0.6005
O1 1.432 -3.766 0.822  0.0486
O2 1.472 -1.553 0.293  -0.4627
H1 -0.699 -1.096 2.441  0.0538
H2 -1.790 -0.806 1.169  0.0902
H3 -0.862 -3.253 1.746  0.1824
H4 -1.150 -3.745 -0.849  0.1382
H5 -1.236 -2.022 -1.052  0.1147
H6 -2.993 -2.532 1.086  0.0886
H7 -3.263 -4.034 0.052  0.1508
H8 -3.649 -1.119 -0.736  0.1088
H9 -4.965 -2.355 -0.535  0.1521
H10 -3.471 -3.591 -2.294  0.1711
H11 -3.486 -3.500 -4.445  0.1327
H12 -3.524 -1.986 -5.332  0.1457
H13 -3.574 -0.029 -2.371  0.1160
H14 -3.350 0.064 -4.059  0.1451
I1 0.453 1.094 4.067  0.7505
C7 -1.461 1.759 3.136  -0.5616
C8 -2.525 2.002 3.987  -0.1779
C9 -3.437 3.006 3.665  -0.0781
C10 -3.256 3.853 2.581  -0.0194
C11 -2.201 3.603 1.663  -0.1859
C12 -2.071 4.382 0.480  -0.0323
C13 -1.329 3.913 -0.558  -0.0938
C14 -0.687 2.677 -0.486  -0.1418
C15 -0.679 1.962 0.701  -0.2863
C16 -1.420 2.417 1.830  -0.2533
H15 -2.587 1.458 4.920  0.0896
H16 -4.325 3.134 4.272  0.1061
H17 -3.897 4.727 2.438  0.1181
H18 -2.664 5.308 0.354  0.1255
H19 -1.249 4.555 -1.461  0.1192
H20 -0.053 2.321 -1.321  0.0901
Te1 3.759 -1.131 -0.856  1.5613
C17 5.734 -0.540 -0.516  -0.6159
C18 6.301 0.313 -1.453  -0.1560
C19 7.641 0.652 -1.319  -0.0726
C20 8.396 0.167 -0.267  -0.0618
C21 7.794 -0.608 0.727  -0.0695
C22 6.446 -0.912 0.636  -0.1297
H21 5.720 0.636 -2.335  0.1060
H22 8.132 1.255 -2.067  0.1110
H23 9.460 0.389 -0.112  0.1202
H24 8.423 -0.956 1.548  0.1162
H25 5.931 -1.469 1.414  0.1028
O3 2.991 3.170 -0.993  0.0417
C23 2.517 2.234 -0.373  -0.4789
N5 1.935 1.363 0.242  -0.1533

---

Here is a structure of composition C23H25MoN2OS in a non-equilibrium geometry from the OMol25 dataset. Energies are from ωB97M-V/def2-TZVPD.

Calculated values
Total charge ... +1
Multiplicity ... 3
Highest occupied orbital energy (alpha / beta) ... -11.2 / -11.8 eV
Strongest force on any atom ... 4.457 eV/Å
HOMO-LUMO gap (alpha / beta) ... 0.266 / 0.253 Ha
Energy above the lowest of the compared OMol25 structures with the same formula, charge and spin ... 0.0 kJ/mol

Last column: Löwdin charge in e.
Element x y z (Å)
C1 2.563 0.137 2.860  -0.1416
C2 2.417 -0.670 1.682  -0.1714
C3 1.724 0.111 0.699  -0.1836
H1 2.824 -1.666 1.537  0.1319
C4 1.409 1.388 1.281  -0.1527
C5 1.940 1.406 2.611  -0.1388
H2 0.958 2.229 0.761  0.1090
C6 -1.493 -1.829 3.322  -0.1030
C7 -0.319 -2.495 2.819  -0.1721
C8 -0.264 -2.264 1.395  -0.1611
H3 0.329 -3.174 3.367  0.1225
C9 -1.457 -1.530 1.020  -0.2176
C10 -2.173 -1.233 2.223  -0.0391
H4 1.555 -0.161 -0.338  0.1139
H5 1.944 2.269 3.269  0.1327
H6 3.117 -0.143 3.751  0.1329
H7 -3.140 -0.726 2.255  0.1269
H8 0.460 -2.694 0.701  0.1240
H9 -1.853 -1.871 4.348  0.1266
Mo1 0.369 -0.290 2.452  1.5582
C11 -1.978 -1.288 -0.380  -0.4861
C12 -3.493 -1.552 -0.408  -0.0217
C13 -1.313 -2.229 -1.397  -0.0219
H10 -3.685 -2.593 -0.115  0.1048
H11 -3.859 -1.382 -1.424  0.0834
H12 -4.032 -0.884 0.270  0.0871
H13 -1.466 -3.272 -1.092  0.1019
H14 -0.238 -2.037 -1.498  0.0820
H15 -1.789 -2.071 -2.372  0.0975
C14 -1.652 0.186 -0.742  -0.0545
C15 -2.183 0.685 -2.080  -0.4487
H16 -0.557 0.316 -0.740  0.0852
H17 -2.055 0.865 0.029  0.1422
O1 -3.098 0.157 -2.714  0.0499
N1 -1.582 1.806 -2.592  0.0622
C16 -0.421 2.527 -2.081  -0.1387
H18 -2.050 2.201 -3.400  0.1576
C17 0.906 1.921 -2.510  -0.2306
C18 2.090 2.571 -2.139  -0.0633
H19 2.018 3.510 -1.582  0.1190
C19 3.329 2.025 -2.477  -0.0760
H20 4.245 2.524 -2.153  0.1093
C20 3.390 0.845 -3.230  -0.0828
H21 4.357 0.422 -3.504  0.1076
C21 2.211 0.212 -3.635  -0.0709
H22 2.238 -0.704 -4.228  0.1094
C22 0.967 0.754 -3.282  -0.0411
H23 0.041 0.283 -3.624  0.1155
H24 -0.463 2.581 -0.978  0.1061
H25 -0.489 3.564 -2.445  0.1396
S1 -0.333 0.676 6.913  0.7452
C23 -0.068 0.394 5.387  -0.8629
N2 0.104 0.195 4.211  -0.2039

---

Here is a structure of composition C23H25N2OPbS in a non-equilibrium geometry from the OMol25 dataset. Energies are from ωB97M-V/def2-TZVPD.

Calculated values
Total charge ... -1
Highest occupied orbital energy ... -2.5 eV
Strongest force on any atom ... 3.950 eV/Å
HOMO-LUMO gap ... 0.173 Ha
Energy above the lowest of the compared OMol25 structures with the same formula, charge and spin ... 478.2 kJ/mol

Last column: Löwdin charge in e.
Element x y z (Å)
C1 2.032 0.074 3.236  -0.2762
C2 2.365 -0.537 1.969  -0.2406
C3 2.282 0.501 0.935  -0.2960
H1 2.760 -1.581 1.835  0.1090
C4 1.751 1.730 1.565  -0.3034
C5 1.687 1.488 2.989  -0.3138
H2 1.462 2.679 1.024  0.0950
C6 -1.281 -1.679 3.177  -0.2929
C7 -0.128 -2.302 2.527  -0.2160
C8 -0.407 -2.383 1.110  -0.1836
H3 0.798 -2.673 3.037  0.1072
C9 -1.701 -1.702 0.892  -0.4121
C10 -2.168 -1.164 2.146  -0.2438
H4 2.577 0.391 -0.133  0.0851
H5 1.114 2.173 3.691  0.0531
H6 2.099 -0.509 4.198  0.0952
H7 -3.069 -0.499 2.304  0.1180
H8 0.226 -2.845 0.308  0.1080
H9 -1.524 -1.566 4.265  0.0664
Pb1 -0.057 0.084 1.468  1.3571
C11 -2.415 -1.505 -0.439  -0.5186
C12 -3.802 -2.129 -0.249  -0.0545
C13 -1.636 -2.199 -1.570  -0.0483
H10 -3.692 -3.121 0.214  0.0989
H11 -4.278 -2.238 -1.228  0.0738
H12 -4.427 -1.495 0.399  0.0852
H13 -1.706 -3.289 -1.419  0.0948
H14 -0.573 -1.894 -1.597  0.0837
H15 -2.118 -1.933 -2.522  0.0801
C14 -2.601 0.026 -0.759  -0.0441
C15 -1.346 0.742 -1.255  -0.4157
H16 -3.062 0.546 0.120  0.1415
H17 -3.310 0.096 -1.608  0.1210
O1 -0.171 0.711 -0.781  -0.1245
N1 -1.347 1.571 -2.307  0.0644
C16 -0.229 2.552 -2.422  -0.1077
H18 -1.856 1.202 -3.076  0.1254
C17 1.148 1.997 -2.713  -0.2279
C18 2.298 2.654 -2.234  -0.0434
H19 2.186 3.548 -1.600  0.1166
C19 3.570 2.155 -2.550  -0.0850
H20 4.464 2.665 -2.167  0.1054
C20 3.699 1.015 -3.366  -0.0979
H21 4.695 0.629 -3.622  0.0988
C21 2.547 0.381 -3.861  -0.0850
H22 2.625 -0.505 -4.501  0.0988
C22 1.274 0.882 -3.547  -0.0484
H23 0.365 0.398 -3.936  0.1117
H24 -0.203 3.202 -1.527  0.1369
H25 -0.596 3.121 -3.274  0.1206
S1 -0.402 0.526 4.203  0.5697
C23 0.056 0.033 5.740  -0.8111
N2 0.025 -0.019 6.909  -0.0311

---

Here is a structure of composition C23H25N3O3 in a non-equilibrium geometry from the OMol25 dataset. Energies are from ωB97M-V/def2-TZVPD.

Calculated values
Total charge ... 0
Highest occupied orbital energy ... -7.5 eV
Strongest force on any atom ... 2.806 eV/Å
HOMO-LUMO gap ... 0.266 Ha
Energy above the lowest of the compared OMol25 structures with the same formula, charge and spin ... 881.5 kJ/mol

Last column: Löwdin charge in e.
Element x y z (Å)
C1 -5.668 -1.996 2.413  -0.0722
N1 -5.136 -1.163 3.480  -0.2275
C2 -5.853 -1.269 4.729  -0.0809
C3 -3.892 -0.528 3.380  -0.2266
C4 -3.757 0.852 3.716  -0.0049
C5 -2.584 1.545 3.446  -0.0197
C6 -1.424 0.918 2.958  -0.1819
C7 -0.130 1.627 3.026  0.0310
C8 1.124 0.786 2.989  -0.1932
C9 2.189 0.989 2.106  -0.0097
C10 3.456 0.415 2.287  0.0148
C11 3.637 -0.580 3.300  -0.2214
N2 4.829 -1.211 3.517  -0.2091
C12 4.914 -2.256 4.510  -0.0766
C13 5.972 -1.104 2.639  -0.0569
C14 2.507 -0.890 4.108  -0.0246
C15 1.285 -0.235 3.950  -0.0453
C16 -1.541 -0.467 2.714  -0.0142
C17 -2.741 -1.166 2.862  0.0012
H1 -5.467 -1.540 1.430  0.0959
H2 -5.230 -3.009 2.416  0.0811
H3 -6.759 -2.079 2.544  0.0847
H4 -5.535 -0.478 5.420  0.0834
H5 -6.942 -1.182 4.565  0.0853
H6 -5.683 -2.247 5.223  0.0892
H7 -4.624 1.362 4.150  0.1149
H8 -2.553 2.606 3.668  0.1192
H9 -0.068 2.360 3.828  0.1452
H10 2.028 1.553 1.209  0.0751
H11 4.274 0.742 1.628  0.1009
H12 4.443 -1.940 5.449  0.0824
H13 4.418 -3.180 4.173  0.0989
H14 5.967 -2.471 4.709  0.0847
H15 5.938 -0.188 2.042  0.0722
H16 6.882 -1.103 3.260  0.0885
H17 6.036 -1.976 1.969  0.0961
H18 2.576 -1.661 4.879  0.0892
H19 0.427 -0.536 4.565  0.1209
H20 -0.674 -1.047 2.417  0.1177
H21 -2.800 -2.242 2.659  0.1164
O1 0.127 2.843 1.705  -0.0622
C18 0.804 3.914 1.392  -0.2616
C19 1.729 3.895 0.240  -0.0935
N3 1.612 2.782 -0.662  -0.3240
O2 0.682 1.946 -0.545  0.0534
O3 2.448 2.718 -1.599  0.0229
C20 2.495 4.997 -0.136  -0.0069
C21 2.314 6.217 0.537  -0.0941
C22 1.363 6.304 1.554  -0.0908
C23 0.610 5.198 1.972  -0.0060
H22 3.192 4.871 -0.960  0.1159
H23 2.911 7.092 0.252  0.1032
H24 1.153 7.266 2.038  0.1062
H25 -0.136 5.283 2.775  0.1131